1.
ORCA calculation (ωB97M-V/def2-TZVPD) on a structure of composition C10H24ClMnO2P2 in a non-equilibrium geometry.

Geometry as XYZ:
```
40
Properties=species:S:1:pos:R:3:forces:R:3
C 0.137 -0.241 -5.244 -0.4 0.2 -0.9
C 0.678 -0.225 -3.830 5.3 0.7 0.5
H 0.885 -0.155 -6.110 -0.3 0.1 1.8
H -0.643 0.574 -5.397 0.9 -1.1 0.5
H -0.332 -1.236 -5.404 -0.1 0.5 0.3
O 1.740 -0.191 -3.245 -5.0 -0.3 -2.5
Cl -0.920 -0.103 -2.617 -0.7 0.0 0.4
Mn -0.191 0.075 -0.327 -2.6 -0.7 -2.0
P -0.303 2.450 -0.430 0.2 2.9 -0.7
C 0.899 3.542 0.375 0.7 -0.5 0.6
C -0.214 3.009 -2.164 -0.1 -0.7 -0.7
H -0.032 4.098 -2.225 -0.1 -0.5 0.2
H -2.045 4.078 0.127 0.4 -0.1 -0.2
H -1.145 2.751 -2.703 0.4 0.3 0.3
H -2.734 2.527 -0.391 0.1 0.1 -0.1
H 1.919 3.306 0.057 -0.1 0.0 -0.1
H 0.601 2.453 -2.667 -0.2 0.6 0.2
C -1.924 2.988 0.183 -0.7 -0.8 0.4
H 0.726 4.601 0.144 -0.3 -0.3 -0.1
H -2.094 2.682 1.220 0.2 0.2 0.0
H 0.893 3.435 1.462 -0.1 0.0 0.0
P -0.058 -2.371 -0.168 0.4 -2.2 -0.2
C 1.244 -3.270 0.739 0.4 0.6 0.5
C -1.662 -3.011 0.428 -0.5 0.7 0.0
H -0.623 -2.675 -2.461 0.4 -0.6 0.1
H 0.261 -4.153 -1.846 -0.1 0.6 0.2
H 1.146 -2.613 -2.216 -0.3 -0.4 0.1
C 0.204 -3.048 -1.833 -0.2 0.7 -0.6
H -2.481 -2.670 -0.226 0.3 -0.2 0.1
H -1.655 -4.110 0.440 0.2 0.2 -0.1
H 1.124 -4.357 0.581 -0.2 0.5 0.0
H 1.243 -3.061 1.817 -0.1 -0.1 -0.2
H -1.895 -2.651 1.439 0.2 -0.2 -0.2
H 2.221 -2.965 0.339 -0.2 -0.2 0.1
C 1.660 0.180 0.004 6.0 0.2 7.2
O 2.446 0.208 0.888 -4.0 -0.1 -5.9
C -0.809 0.069 1.544 -0.2 0.0 2.3
H -0.295 -0.755 2.055 -0.1 0.1 -0.1
H -1.911 -0.033 1.686 0.5 0.0 -0.9
H -0.477 1.009 2.005 0.0 -0.1 -0.3
```
Positions in Å, forces in eV/Å.

- Multiplicity: 4
- HOMO-LUMO gap (spin up / spin down): 5.36 / 7.22 eV
- Total charge: +3
- E_LUMO (spin up / spin down): -15.01 / -13.49 eV
- ⟨S²⟩: 4.162
- HOMO level (spin up / spin down): -0.7486 / -0.7611 Ha

Table of Löwdin atomic charges, one value per atom, all in e: -0.014, -0.467, 0.156, 0.129, 0.121, 0.109, 0.610, 0.340, 0.810, -0.200, -0.233, 0.094, 0.101, 0.056, 0.073, 0.070, 0.045, -0.189, 0.094, 0.062, 0.073, 0.815, -0.197, -0.189, 0.022, 0.099, 0.057, -0.242, 0.074, 0.094, 0.094, 0.073, 0.062, 0.070, -0.040, 0.250, -0.095, 0.049, 0.106, 0.056

2.
ORCA calculation (ωB97M-V/def2-TZVPD) on a cluster of 2 separate species, CHF3O in total in a non-equilibrium geometry.

Geometry as XYZ:
```
6
Properties=species:S:1:pos:R:3:forces:R:3
C 0.193 0.786 0.081 -3.5 0.6 -0.7
O -1.915 1.135 -0.371 4.3 1.6 -0.1
F 0.806 1.447 -0.841 -0.1 -0.1 0.3
F 0.306 1.297 1.259 0.2 -0.1 -0.3
F -2.528 -0.003 0.015 -1.0 -2.1 0.8
H 0.120 -0.294 -0.018 0.0 0.1 0.1
```
Positions in Å, forces in eV/Å.

- HOMO-LUMO gap (spin up / spin down): 9.28 / 9.28 eV
- E_LUMO (spin up / spin down): -0.62 / -0.62 eV
- HOMO level (spin up / spin down): -0.3635 / -0.3636 Ha
- Energy above the lowest of the compared OMol25 structures with the same formula, charge and spin: 639.8 kJ/mol

Table of Löwdin atomic charges, one value per atom, all in e: -0.178, -0.147, 0.178, 0.177, -0.187, 0.157

3.
ORCA calculation (ωB97M-V/def2-TZVPD) on a structure of composition C19H48MoNOP3 in a non-equilibrium geometry.

Geometry as XYZ:
```
73
Properties=species:S:1:pos:R:3:forces:R:3
Mo 0.704 0.179 0.372 -1.1 0.0 0.7
H -0.783 -0.263 -0.398 -0.5 0.9 -0.1
H -0.967 0.937 1.927 0.0 -0.1 0.4
P 0.033 -1.968 -0.469 0.7 -2.2 -0.4
P 0.125 2.168 -0.774 -1.2 2.1 0.5
C 1.520 3.321 -0.473 0.2 -0.3 0.1
H 1.279 4.324 -0.853 0.0 -0.3 0.1
H 1.760 3.388 0.598 -0.1 0.0 -0.3
H 2.408 2.941 -0.997 -0.2 0.2 0.1
C -0.321 2.498 -2.509 0.2 -0.8 -0.1
H -1.308 2.069 -2.718 0.2 0.1 0.0
H -0.344 3.577 -2.711 0.0 -0.3 0.3
H 0.415 2.020 -3.162 -0.1 0.1 0.0
C -1.316 2.954 0.077 0.0 0.1 0.1
H -1.186 2.970 1.171 0.1 0.0 -0.4
H -1.459 3.991 -0.262 0.1 -0.3 0.0
H -2.229 2.384 -0.153 0.3 0.1 0.0
C -0.149 -2.249 -2.263 0.1 0.5 0.1
H -0.193 -3.331 -2.457 0.0 0.3 0.1
H -1.071 -1.764 -2.610 0.2 -0.2 0.0
H 0.700 -1.807 -2.794 -0.2 -0.2 0.0
C 1.361 -3.140 0.034 0.0 -0.1 -0.1
H 1.411 -3.203 1.131 -0.1 0.0 -0.3
H 1.130 -4.135 -0.375 0.2 0.2 0.2
H 2.340 -2.807 -0.336 -0.3 -0.2 0.0
C -1.440 -2.851 0.172 -0.2 0.6 0.2
H -2.345 -2.329 -0.159 0.1 -0.1 0.0
H -1.450 -3.879 -0.214 0.1 0.3 0.0
H -1.446 -2.885 1.266 0.0 0.0 -0.2
C 2.628 -0.142 -0.046 5.7 -1.1 -0.7
O 3.743 -0.373 -0.353 -4.4 0.9 0.9
H 0.998 0.466 -1.241 0.5 -0.4 -1.1
C -2.794 0.774 3.310 0.1 -0.1 -0.1
C -1.770 1.269 4.362 0.0 0.1 0.3
C -1.911 2.793 4.481 -0.2 0.3 0.0
C -2.198 0.676 5.713 -0.2 -0.1 0.3
P 0.044 0.780 3.906 -0.4 -0.3 -0.8
N -0.032 0.654 2.224 -0.1 0.3 0.5
C 1.427 2.010 4.341 0.0 0.0 0.4
C 1.696 1.959 5.861 0.1 0.1 0.2
C 2.744 1.677 3.613 0.1 -0.2 -0.1
C 1.056 3.454 3.952 -0.1 0.2 0.1
C 0.439 -0.960 4.504 -0.1 0.0 0.5
C -0.569 -1.941 3.879 0.0 -0.2 -0.1
C 1.861 -1.353 4.064 0.2 -0.2 0.0
C 0.368 -1.127 6.040 -0.1 -0.2 0.3
H -3.802 0.927 3.729 0.4 0.0 0.0
H -2.707 -0.295 3.069 0.0 0.4 0.0
H -2.778 1.373 2.388 0.1 -0.2 0.1
H -2.976 3.037 4.619 0.2 -0.2 0.0
H -1.393 3.183 5.367 -0.1 -0.1 -0.3
H -1.584 3.338 3.585 0.0 -0.2 0.3
H -2.342 -0.410 5.668 0.2 0.3 0.1
H -1.512 0.943 6.528 -0.2 -0.2 -0.2
H -3.188 1.085 5.974 0.4 0.0 -0.1
H 2.243 1.054 6.158 -0.2 0.3 -0.1
H 2.341 2.812 6.126 -0.3 -0.2 -0.1
H 0.777 2.039 6.463 0.3 0.0 -0.1
H 2.624 1.649 2.521 0.0 0.0 0.2
H 3.463 2.477 3.852 -0.3 -0.2 -0.1
H 3.196 0.737 3.946 -0.1 0.3 -0.2
H 0.650 3.530 2.932 0.1 0.0 0.3
H 0.355 3.909 4.662 0.2 -0.2 -0.3
H 1.971 4.065 4.005 -0.2 -0.3 -0.1
H -0.550 -1.891 2.782 0.0 0.0 0.3
H -0.270 -2.961 4.170 -0.1 0.3 0.0
H -1.596 -1.792 4.238 0.3 0.0 -0.2
H 2.618 -1.015 4.785 -0.3 0.0 -0.3
H 1.932 -2.450 4.024 -0.1 0.3 0.1
H 2.119 -0.981 3.067 0.0 0.0 0.0
H 0.941 -0.372 6.590 -0.2 -0.3 -0.2
H -0.654 -1.132 6.433 0.4 0.0 -0.2
H 0.797 -2.111 6.289 0.0 0.3 -0.1
```
Positions in Å, forces in eV/Å.

- Multiplicity: 3
- HOMO-LUMO gap (spin up / spin down): 7.08 / 7.68 eV
- Total charge: +2
- E_LUMO (spin up / spin down): -6.78 / -7.84 eV
- ⟨S²⟩: 2.014
- HOMO level (spin up / spin down): -0.5096 / -0.5702 Ha

Table of Löwdin atomic charges, one value per atom, all in e: 0.748, -0.024, -0.040, 0.664, 0.680, -0.220, 0.071, 0.037, 0.059, -0.219, 0.063, 0.073, 0.058, -0.244, 0.011, 0.067, 0.057, -0.222, 0.071, 0.062, 0.056, -0.236, 0.047, 0.066, 0.040, -0.218, 0.060, 0.074, 0.029, -0.267, 0.112, -0.041, -0.076, -0.579, -0.086, -0.085, 1.105, -0.320, -0.598, -0.068, -0.082, -0.086, -0.602, -0.085, -0.084, -0.066, 0.111, 0.079, 0.071, 0.108, 0.088, 0.072, 0.074, 0.090, 0.108, 0.078, 0.109, 0.088, 0.053, 0.107, 0.065, 0.066, 0.072, 0.103, 0.033, 0.109, 0.077, 0.089, 0.100, 0.049, 0.067, 0.068, 0.109

4.
ORCA calculation (ωB97M-V/def2-TZVPD) on a structure of composition C2H4O3Tl in a non-equilibrium geometry.

Geometry as XYZ:
```
10
Properties=species:S:1:pos:R:3:forces:R:3
O -0.255 -0.745 -1.604 0.7 -0.7 -2.7
O -1.523 -0.619 1.128 -0.3 -2.8 1.8
C 0.714 -0.216 -1.088 1.6 2.3 1.1
C 0.658 0.452 0.247 2.3 -1.8 0.0
H 1.646 -0.077 -1.660 0.1 -0.4 -0.2
H 0.980 1.500 0.163 -0.2 0.3 0.1
H 1.313 -0.071 0.961 0.4 0.1 0.0
Tl -1.874 -1.356 -0.635 -3.7 -2.6 -1.8
O -0.678 0.445 0.735 -2.8 3.9 3.5
H -0.982 0.689 1.754 2.0 1.9 -1.8
```
Positions in Å, forces in eV/Å.

- HOMO-LUMO gap: 7.41 eV
- Total charge: +3
- E_LUMO: -20.09 eV
- HOMO level: -1.0108 Ha
- Energy above the lowest of the compared OMol25 structures with the same formula, charge and spin: 368.2 kJ/mol

Table of Löwdin atomic charges, one value per atom, all in e: 0.051, -0.070, 0.043, 0.050, 0.229, 0.226, 0.213, 1.941, -0.041, 0.358

5.
ORCA calculation (ωB97M-V/def2-TZVPD) on a structure of composition ClF3O4Sr3 in a non-equilibrium geometry.

Geometry as XYZ:
```
11
Properties=species:S:1:pos:R:3:forces:R:3
Sr -0.011 2.049 1.345 0.7 -2.7 -0.4
Sr 2.638 1.255 -1.673 -1.5 -0.4 0.1
Sr -1.371 1.273 -3.157 2.2 -0.3 -0.3
F 0.126 1.265 -1.310 -0.4 0.9 0.2
F 2.094 1.287 0.716 -0.3 1.0 -0.9
F 0.983 1.538 -3.900 -0.8 -0.2 1.3
Cl -0.869 -1.767 1.626 -1.1 -0.6 0.8
O -2.217 -1.357 1.749 -1.8 0.7 0.1
O -0.782 -3.012 0.966 0.6 -0.7 0.2
O -0.280 -0.783 0.673 1.4 1.9 0.4
O -0.312 -1.747 2.965 0.9 0.3 -1.6
```
Positions in Å, forces in eV/Å.

- HOMO-LUMO gap: 5.85 eV
- Total charge: +2
- E_LUMO: -8.40 eV
- HOMO level: -0.5236 Ha
- Energy above the lowest of the compared OMol25 structures with the same formula, charge and spin: 0.0 kJ/mol

Table of Löwdin atomic charges, one value per atom, all in e: 1.729, 1.748, 1.786, -0.825, -0.804, -0.768, 0.632, -0.360, -0.292, -0.528, -0.320

6.
ORCA calculation (ωB97M-V/def2-TZVPD) on a cluster of 2 separate species, C4H10NO in total in a non-equilibrium geometry.

Geometry as XYZ:
```
16
Properties=species:S:1:pos:R:3:forces:R:3
C 1.460 0.934 -0.293 1.5 -0.4 -2.5
C 1.160 -1.537 0.059 3.4 0.1 -1.3
C -2.252 0.939 0.044 -0.5 -0.3 2.1
C 1.052 -0.157 0.497 -2.6 -1.6 3.1
N -1.404 -0.196 -0.163 2.3 -1.2 0.0
O -1.719 -1.324 -0.347 -1.1 0.8 0.0
H 1.526 0.570 -1.397 0.8 0.9 1.9
H 0.708 1.666 -0.294 -0.7 1.4 0.4
H 2.387 1.351 0.221 -0.7 -0.3 -1.0
H 0.226 -1.950 -0.133 -2.5 -0.5 -0.5
H 1.581 -2.371 0.637 0.1 0.8 0.9
H 1.745 -1.573 -0.903 -0.7 0.1 0.8
H -1.833 1.681 -0.648 -0.3 0.3 0.6
H -1.920 1.090 1.193 -1.0 0.5 -2.5
H -3.352 0.791 -0.043 0.8 0.0 0.0
H 0.633 0.087 1.569 1.1 -0.6 -2.0
```
Positions in Å, forces in eV/Å.

- HOMO-LUMO gap: 8.29 eV
- Total charge: +1
- E_LUMO: -5.77 eV
- HOMO level: -0.5166 Ha
- Energy above the lowest of the compared OMol25 structures with the same formula, charge and spin: 537.0 kJ/mol

Table of Löwdin atomic charges, one value per atom, all in e: -0.068, -0.048, -0.025, -0.063, -0.135, 0.097, 0.150, 0.067, 0.163, 0.053, 0.128, 0.126, 0.100, 0.167, 0.112, 0.176

Which formula does entry 1 have? C10H24ClMnO2P2